Entry 1:
76
Properties=species:S:1:pos:R:3:forces:R:3:mulliken_charge:R:1 method="wB97M-V/def2-TZVPD" orbital_gap_ev=5.3101 fmax_ha_per_bohr=0.057 homo_energy_ev=-5.4023 de_lowest_kj_mol=0.0
C 1.31744 0.75997 -0.02792 0.51 0.33 0.08 -0.484
C 1.62367 1.24715 -1.33125 0.66 0.56 0.78 -1.325
C 0.63803 2.19131 -1.68897 0.30 0.58 0.44 0.582
H 2.51692 1.05710 -1.93032 -0.47 -0.18 0.26 0.906
C -0.26778 2.31133 -0.59888 0.38 0.52 0.56 -0.499
C 0.11692 1.38015 0.41028 0.55 0.81 -0.11 -1.391
H -0.36371 1.25041 1.38517 0.18 -0.06 -0.56 0.502
H 1.93912 0.09494 0.57512 -0.42 -0.02 -0.39 0.591
H 0.67080 2.81172 -2.58181 -0.22 -0.35 0.35 0.807
H -1.06252 3.05184 -0.52203 0.12 -0.55 -0.22 0.905
Be -0.24910 0.55320 -1.33768 0.09 0.48 0.21 -0.778
Si -2.61104 -2.46160 -5.62973 0.78 1.22 0.94 0.530
C -0.80108 -2.03380 -5.64845 -0.03 -0.39 0.03 0.964
C -0.00670 -2.72671 -6.57105 0.42 0.28 0.19 -0.717
H -0.46455 -3.49451 -7.20145 0.26 0.24 0.07 0.367
C 1.35460 -2.43061 -6.67230 -0.07 -0.23 0.00 -0.864
H 1.97053 -2.96039 -7.40421 -0.16 0.22 0.26 0.362
C 1.92682 -1.47878 -5.82246 -0.31 -0.17 0.09 -1.290
H 2.99165 -1.26899 -5.88066 -0.15 0.01 -0.07 0.432
C 1.13949 -0.80357 -4.88780 -0.10 -0.02 -0.17 -0.277
H 1.59250 -0.03484 -4.25691 -0.23 -0.20 -0.18 0.612
C -0.23122 -1.06850 -4.81065 0.09 -0.02 -0.30 0.243
H -0.88345 -0.47583 -4.15702 0.36 -0.17 -0.17 -0.029
C -1.43841 4.09570 -3.03021 -0.12 0.29 -0.62 1.168
C -0.44961 4.95277 -3.53570 -0.09 0.40 0.68 0.031
H 0.11707 4.66535 -4.42212 -0.05 0.10 0.32 0.310
C -0.19856 6.19158 -2.92627 -0.26 -0.11 -0.07 -0.724
H 0.62197 6.80957 -3.29959 -0.32 -0.06 0.12 0.402
C -1.00979 6.63752 -1.87450 0.19 -0.16 -0.23 -0.738
H -0.84685 7.62306 -1.43659 0.00 -0.29 -0.05 0.352
C -2.05481 5.82737 -1.42235 -0.16 -0.21 -0.14 -0.503
H -2.72239 6.17192 -0.62674 0.25 -0.03 -0.26 0.389
C -2.26910 4.56931 -1.99546 0.65 0.51 -0.04 -0.805
H -3.09941 3.95790 -1.63583 0.15 0.09 -0.11 0.232
H -3.30301 -1.46606 -4.76261 -0.05 -0.31 -0.07 -0.129
Si -1.83716 2.36263 -3.74160 -0.89 -0.89 0.17 -1.312
C -3.46807 2.95906 -4.54950 -0.09 0.04 -0.03 0.619
C -3.36859 3.80085 -5.67130 -1.00 0.46 0.00 -0.286
H -2.41360 3.92331 -6.18934 -0.27 -0.03 0.23 0.285
C -4.47927 4.53657 -6.11897 0.36 -0.51 0.22 -0.705
H -4.36356 5.20900 -6.96942 -0.14 -0.13 0.17 0.394
C -5.70804 4.40497 -5.46379 0.07 -0.01 0.21 -0.608
H -6.57193 4.98833 -5.79868 0.30 -0.24 0.15 0.336
C -5.81899 3.54575 -4.36466 0.05 -0.25 0.04 -0.459
H -6.77059 3.44272 -3.83728 0.18 0.07 -0.24 0.381
C -4.71317 2.80262 -3.91741 0.07 0.68 -0.75 -0.174
H -4.80110 2.11953 -3.06958 -0.04 0.21 -0.15 0.181
C -0.89457 1.98699 -5.33981 0.39 0.66 -0.33 1.278
C 0.43764 2.37562 -5.57349 -0.24 -0.43 -0.60 -0.489
H 1.00085 2.89038 -4.79368 -0.08 -0.06 -0.28 0.255
C 1.06002 2.09500 -6.79777 0.11 -0.04 0.27 -0.899
H 2.08305 2.44240 -6.96552 -0.28 -0.14 -0.02 0.364
C 0.39745 1.35931 -7.77973 0.09 0.03 0.00 -0.708
H 0.89539 1.12327 -8.72382 -0.14 0.08 0.32 0.345
C -0.90693 0.92040 -7.54511 -0.12 0.13 0.36 -0.566
H -1.42337 0.30619 -8.28482 0.12 0.21 0.11 0.401
C -1.55591 1.26357 -6.35587 0.55 -0.11 -0.15 -0.392
H -2.58685 0.92974 -6.20049 0.25 0.18 -0.01 0.555
H -3.08919 -2.39056 -6.96532 -0.58 -0.19 -0.98 -0.176
Cl -2.85194 -4.34702 -4.86972 -0.16 -0.37 0.17 -0.305
C 1.51814 -1.68347 -1.79519 -0.32 0.35 0.27 -1.225
O 0.22406 -0.95135 -1.82501 -0.12 -2.87 -0.64 0.783
C -0.85853 -1.95892 -1.78675 1.08 0.16 0.15 -0.634
C -2.15431 -1.22056 -1.59488 -0.48 1.31 0.18 -0.788
O -1.83823 0.18949 -1.26166 -1.73 -2.02 0.40 0.708
C -2.98869 0.87290 -0.63616 0.41 -0.20 -0.06 -0.608
H 1.41844 -2.57626 -2.42224 -0.06 0.35 0.01 0.445
H 1.71654 -1.99010 -0.75212 -0.11 0.23 -0.46 0.266
H 2.33414 -1.04746 -2.17404 -0.70 -0.27 0.22 0.382
H -0.83814 -2.53908 -2.71927 0.02 0.22 0.23 0.272
H -0.66393 -2.63268 -0.93559 0.06 0.27 -0.29 0.635
H -2.77630 -1.22454 -2.49541 0.11 0.15 0.11 0.111
H -2.70990 -1.64967 -0.75761 0.00 0.08 -0.12 0.574
H -3.88846 0.27359 -0.84020 0.38 0.32 -0.01 0.558
H -2.81894 0.93878 0.45104 0.05 -0.11 -0.44 0.166
H -3.09281 1.87300 -1.07651 0.20 -0.45 -0.05 -0.094

---

Entry 2:
84
Properties=species:S:1:pos:R:3:forces:R:3:mulliken_charge:R:1 method="wB97M-V/def2-TZVPD" orbital_gap_ev=8.2250 fmax_ha_per_bohr=0.031 homo_energy_ev=-9.9632 total_charge=+1
Cd -0.19353 -0.25786 -0.36641 -0.18 0.21 -1.09 3.127
C -0.74540 2.81381 -1.24852 -0.05 -0.12 0.20 -0.879
C -1.32951 2.66558 0.16006 0.11 -0.03 -0.24 -1.120
N -0.60971 1.64555 0.93035 -0.01 0.61 0.33 -0.463
C 0.68229 2.08191 1.47740 -0.02 -0.07 -0.09 -1.848
C 1.81908 1.95239 0.48057 0.05 0.07 -0.02 0.769
C 2.92532 2.79051 0.48626 -0.01 0.03 -0.01 -1.053
C 3.92432 2.57291 -0.45120 -0.05 -0.07 0.03 -0.735
C 3.79985 1.52908 -1.35789 0.02 0.03 0.02 -0.925
C 2.66762 0.73197 -1.29238 0.06 -0.06 -0.05 0.472
C 2.45661 -0.46951 -2.19285 -0.03 0.01 0.04 -1.703
N 1.03586 -0.76465 -2.40889 0.30 -0.01 -0.27 -0.268
C 0.41257 -0.00021 -3.49980 -0.08 0.20 0.11 -0.901
C 0.12569 1.45365 -3.11011 0.05 -0.23 0.00 -0.894
N -0.72351 1.51543 -1.92111 -0.31 0.22 -0.30 -0.271
N 1.72090 0.95472 -0.39130 0.51 0.54 0.06 1.803
H 0.28309 3.16883 -1.16861 0.01 0.04 -0.12 0.362
H -1.31414 3.56342 -1.80874 0.03 0.04 0.05 0.506
H -2.37256 2.35173 0.07902 0.00 -0.01 0.09 0.497
H -1.30352 3.64146 0.65784 -0.05 -0.02 0.01 0.459
H -1.18041 1.31222 1.69961 0.00 0.00 0.06 0.352
H 0.90795 1.41997 2.31854 -0.04 0.06 0.05 0.396
H 0.63420 3.10826 1.85691 0.04 -0.01 0.00 0.427
H 2.99872 3.60341 1.19641 -0.03 -0.01 0.01 0.555
H 4.79107 3.22002 -0.48029 0.01 -0.01 0.00 0.440
H 4.56630 1.34183 -2.09833 -0.03 0.00 -0.03 0.559
H 2.90456 -1.32280 -1.67593 -0.05 0.00 0.00 0.446
H 2.99526 -0.32717 -3.13713 -0.01 0.04 0.01 0.433
H 0.92532 -1.75314 -2.60259 0.00 -0.01 0.03 -0.052
H -0.53537 -0.48549 -3.73508 0.05 -0.08 -0.04 0.284
H 1.04431 -0.00114 -4.39605 -0.04 -0.02 -0.02 0.531
H -0.32678 1.96451 -3.96734 0.05 0.00 -0.01 0.580
H 1.06144 1.96838 -2.88647 -0.02 0.06 0.02 0.324
H -1.67042 1.24069 -2.16880 0.01 0.01 -0.03 0.166
N -1.59054 -6.67291 4.74226 0.07 0.01 -0.03 -0.489
C -1.50623 -5.42280 4.19084 0.04 0.08 -0.07 1.124
C -1.84053 -5.21935 2.84458 0.02 0.01 0.00 -0.897
C -1.69761 -3.97103 2.27705 -0.02 0.01 0.16 -0.211
C -1.23051 -2.90725 3.03590 -0.01 0.26 -0.29 -0.760
C -0.90063 -3.08961 4.37032 -0.06 0.21 -0.01 -0.418
C -1.04351 -4.33436 4.94403 -0.02 -0.09 0.04 -0.905
S -0.95016 -1.37704 2.19922 -0.03 -0.26 0.20 1.904
O -0.75204 -0.29681 3.13818 0.12 -0.21 0.27 -0.854
O -2.04284 -1.13624 1.25871 0.15 -0.20 0.20 -0.858
N 0.35352 -1.58291 1.21327 -0.22 -0.37 1.51 0.425
C 1.57709 -1.57247 1.86461 0.53 -0.45 0.08 -0.425
N 1.63435 -1.91445 3.16076 -0.19 0.13 -0.14 -0.351
C 2.80608 -1.83296 3.77024 -0.03 0.01 -0.07 -0.249
C 3.95439 -1.40482 3.12376 0.01 0.00 0.00 -1.063
C 3.81400 -1.16163 1.76979 -0.04 -0.02 -0.07 0.002
N 2.65661 -1.26991 1.12674 -0.26 0.04 -0.16 -0.216
H -2.08109 -7.38927 4.24054 -0.04 -0.05 0.06 0.204
H -1.52387 -6.77985 5.73739 -0.05 -0.01 0.02 0.205
H -2.20215 -6.05032 2.25057 -0.01 0.00 0.01 0.303
H -1.95475 -3.79640 1.24551 -0.05 -0.10 -0.12 0.408
H -0.53691 -2.24496 4.93796 0.04 -0.04 0.04 0.507
H -0.78101 -4.48994 5.98322 -0.01 0.05 0.01 0.312
H 2.81573 -2.13416 4.81320 0.05 0.06 0.00 0.438
H 4.89948 -1.29463 3.63302 0.01 -0.04 0.00 0.429
H 4.66080 -0.86529 1.15715 0.04 -0.06 0.05 0.450
O -1.83436 -1.23334 -1.67068 -0.26 0.37 0.07 -0.600
S -2.22126 -2.57114 -1.08304 -0.15 -1.02 -1.22 0.690
C -3.86618 -2.91658 -1.70855 -0.03 0.09 0.29 -0.253
C -4.60978 -1.90264 -2.28318 0.18 0.15 -0.03 -0.037
C -5.91703 -2.15826 -2.67212 -0.10 -0.12 -0.02 -0.817
C -6.46600 -3.41668 -2.47473 0.01 0.05 0.00 -0.448
C -5.71769 -4.42154 -1.87238 0.00 -0.01 0.00 -0.795
C -4.41451 -4.17200 -1.47867 0.09 -0.02 0.06 -0.103
C -1.29169 -3.72820 -2.11762 0.00 0.10 0.40 0.356
C -1.65330 -4.09654 -3.40440 -0.05 0.03 -0.09 -0.145
C -0.79791 -4.90519 -4.13823 -0.04 0.00 0.00 -0.728
C 0.40810 -5.32909 -3.59360 0.00 0.02 0.02 -0.546
C 0.76617 -4.95121 -2.30655 0.05 -0.01 -0.07 -0.607
C -0.08784 -4.14984 -1.56250 -0.04 0.00 0.13 -0.563
H -4.16221 -0.92651 -2.41917 -0.01 -0.02 0.00 0.339
H -6.51462 -1.37522 -3.11889 0.04 0.02 -0.02 0.424
H -7.48461 -3.61536 -2.77974 0.00 0.01 0.01 0.398
H -6.15751 -5.39464 -1.70061 0.02 -0.01 -0.01 0.417
H -3.82218 -4.94336 -0.99891 -0.04 -0.03 -0.02 0.431
H -2.59109 -3.76348 -3.83087 -0.01 -0.01 0.02 0.509
H -1.07946 -5.21798 -5.13496 0.01 0.04 -0.01 0.433
H 1.06502 -5.96091 -4.17662 0.01 -0.01 0.02 0.406
H 1.70376 -5.28498 -1.88167 -0.02 -0.01 0.02 0.490
H 0.17013 -3.85192 -0.55020 0.02 0.01 -0.01 0.356